Entry 1:
This record from the OMol25 dataset describes 2 unconnected molecules or ions with the total composition C5H8ClN at a distorted geometry. The level of theory is ωB97M-V/def2-TZVPD.

Atoms and positions in Å:
C1 -0.82745 -0.76095 0.81716
C2 0.65061 0.36698 -2.10277
C3 1.89107 -0.17342 -1.41850
C4 0.67141 -0.96974 -1.51729
C5 -1.43869 0.87916 2.48575
N1 -0.83719 0.35848 1.28640
Cl1 -1.46969 -2.26860 1.26313
H1 0.10928 1.14687 -1.58734
H2 0.62891 0.47023 -3.18189
H3 2.74752 -0.46613 -2.01453
H4 2.16062 0.26439 -0.46846
H5 0.46815 -1.94225 -1.90880
H6 -1.85773 0.09058 3.11914
H7 -2.22430 1.57657 2.19780
H8 -0.67252 1.42783 3.03018

Properties
Charge: 0
LUMO energy (alpha / beta), eV: -0.007 / 0.612
E_HOMO (alpha / beta), eV: -8.03 / -8.04
2S+1: 1
Energy above the lowest of the compared OMol25 structures with the same formula, charge and spin, kcal per mole: 114.6

These are the Mulliken partial charges, in e, on atoms 1 to 6: atom 1 (C): 0.27, atom 2 (C): -0.42, atom 3 (C): -0.46, atom 4 (C): -0.28, atom 5 (C): -0.71, atom 6 (N): -0.23



Entry 2:
This record from the OMol25 dataset describes 2 unconnected molecules or ions with the total composition C4H13NO at a distorted geometry. The level of theory is ωB97M-V/def2-TZVPD.

Atoms and positions in Å:
C1 -0.10646 1.43299 -0.87149
N1 -0.27173 0.25676 0.08286
C2 -0.59002 0.44958 1.47136
C3 -0.91724 -0.79989 2.29442
C4 0.00039 1.06636 -2.34778
H1 -0.97742 2.15035 -0.44691
H2 0.78500 1.97886 -0.56629
H3 -1.15074 -0.23256 -0.26234
H4 0.20503 1.02381 1.95882
H5 -1.48926 1.14036 1.60070
H6 -1.19561 -0.57126 3.30146
H7 -1.59508 -1.53228 1.82494
H8 0.13368 -1.13314 2.48756
H9 -0.94139 0.54543 -2.59962
H10 0.84149 0.40893 -2.56247
H11 0.05965 2.00317 -2.92575
H12 1.20351 -2.84362 -0.67431
H13 1.18227 -1.30425 -0.35539
O1 1.81512 -2.04067 -0.57994

Properties
Charge: +1
⟨S²⟩: 0.75
LUMO energy (alpha / beta), eV: -3.358 / -8.662
E_HOMO (alpha / beta), eV: -15.09 / -15.06
2S+1: 2
Energy above the lowest of the compared OMol25 structures with the same formula, charge and spin, kcal per mole: 36.4

These are the Mulliken partial charges, in e, on atoms 1 to 6: atom 1 (C): -0.37, atom 2 (N): -0.02, atom 3 (C): -0.49, atom 4 (C): -1.11, atom 5 (C): -1.05, atom 6 (H): 0.37



Entry 3:
This record from the OMol25 dataset describes 10 unconnected molecules or ions with the total composition C41H83O30P5 at a distorted geometry. The level of theory is ωB97M-V/def2-TZVPD.

Atoms and positions in Å:
C1 3.68187 -9.52893 0.16220
C2 4.21743 -8.48441 0.96246
C3 4.39659 -7.22286 0.41946
C4 3.93373 -6.95661 -0.85419
C5 3.32555 -7.88562 -1.64287
C6 3.25539 -9.19905 -1.14381
O1 2.63794 -10.16184 -1.87075
O2 4.92418 -6.18449 1.09106
H1 3.49949 -10.53759 0.50241
H2 4.40981 -8.58799 2.02014
H3 3.81673 -5.95706 -1.24610
H4 2.79973 -7.63109 -2.55125
H5 2.06653 -9.70928 -2.49549
H6 5.34548 -5.62683 0.43294
C7 7.18590 -0.75101 -5.73813
C8 7.54932 -1.89641 -6.37876
C9 8.45683 -1.76150 -7.44690
C10 8.90512 -0.53836 -7.99308
C11 8.43577 0.61176 -7.40701
C12 7.56381 0.49121 -6.28686
O3 7.21030 1.67852 -5.64147
O4 8.92994 -2.90835 -8.05399
H7 6.54525 -0.85287 -4.87465
H8 7.21669 -2.87012 -6.05067
H9 9.60958 -0.44732 -8.80662
H10 8.82992 1.56758 -7.71920
H11 6.49420 1.63898 -5.00331
H12 9.36090 -2.71078 -8.88875
C13 2.19660 0.96694 -0.10738
C14 1.47345 -0.03949 0.54981
C15 0.04116 0.02286 0.50068
C16 -0.60070 0.99385 -0.21831
C17 0.13353 2.01473 -0.80420
C18 1.56001 1.92465 -0.84607
O5 2.24609 2.74370 -1.67446
O6 -0.59977 -1.04430 1.08554
H13 3.27394 0.96383 -0.18303
H14 2.02055 -0.76267 1.13640
H15 -1.66383 1.04895 -0.40030
H16 -0.35412 2.76480 -1.40917
H17 1.63156 3.30767 -2.14974
H18 -1.35352 -1.41319 0.61931
C19 -0.92686 -6.19855 11.49174
O7 0.35448 -5.80891 10.94368
P1 0.42353 -5.62605 9.32978
O8 0.41479 -6.88165 8.54875
O9 1.81427 -4.66985 9.12347
C20 1.95449 -4.17187 7.82666
O10 -0.81286 -4.66276 9.07541
C21 -1.24620 -4.44134 7.76692
H19 -1.30796 -5.30399 11.98432
H20 -0.73475 -6.92652 12.27994
H21 -1.70516 -6.60888 10.84834
H22 1.98287 -5.01048 7.13094
H23 2.92747 -3.70410 7.67635
H24 1.15236 -3.52627 7.46905
H25 -1.19064 -3.35943 7.64657
H26 -2.26065 -4.73098 7.49283
H27 -0.61763 -5.02135 7.09120
C22 10.82312 -3.25082 2.77322
O11 11.47463 -2.57738 1.69153
P2 10.81629 -1.31783 0.92286
O12 9.40416 -1.49201 0.48939
O13 11.10996 0.04423 1.80218
C23 12.48180 0.36361 2.23433
O14 11.96356 -1.15987 -0.20186
C24 11.86824 -1.87610 -1.40967
H28 10.66057 -4.27091 2.42524
H29 9.91178 -2.85107 3.21789
H30 11.56301 -3.21525 3.57284
H31 12.61441 0.49406 3.30835
H32 12.67510 1.37982 1.89077
H33 13.36803 -0.15263 1.86526
H34 11.17735 -2.70533 -1.25758
H35 12.81355 -2.32933 -1.70812
H36 11.64524 -1.25837 -2.27960
C25 -1.41275 7.54343 -8.10614
O15 -1.92105 7.52699 -6.76129
P3 -1.14007 8.11068 -5.41880
O16 0.09467 7.33679 -5.07535
O17 -0.79742 9.65903 -5.81920
C26 0.25554 10.38783 -5.15845
O18 -2.25780 8.21993 -4.24883
C27 -2.23254 9.17618 -3.22432
H37 -0.76954 8.40317 -8.29385
H38 -2.13657 7.64611 -8.91462
H39 -0.76801 6.68041 -8.27228
H40 0.43310 9.99005 -4.15928
H41 -0.06150 11.42978 -5.11476
H42 1.09747 10.18723 -5.82104
H43 -1.47896 8.89058 -2.49039
H44 -3.17924 9.24086 -2.68796
H45 -2.01657 10.21929 -3.45538
C28 -5.86364 -6.32107 2.73388
O19 -6.62640 -5.13299 2.92751
P4 -7.03017 -4.30938 1.58924
O20 -5.88492 -3.92695 0.72301
O21 -7.94714 -5.44605 0.88730
C29 -8.89005 -5.10112 -0.07797
O22 -8.05825 -3.15748 2.11757
C30 -7.43413 -2.14273 2.89973
H46 -6.55202 -7.16205 2.81744
H47 -5.16576 -6.48747 3.55447
H48 -5.12738 -6.36098 1.93113
H49 -9.84454 -4.92810 0.41914
H50 -9.01036 -5.90959 -0.79908
H51 -8.74193 -4.15682 -0.60185
H52 -6.36551 -2.28665 3.05920
H53 -7.81326 -2.10570 3.92100
H54 -7.56870 -1.23283 2.31485
C31 -7.97626 5.15553 -1.82770
O23 -8.91844 4.87343 -0.76513
P5 -9.76023 6.12403 -0.15049
O24 -10.69014 5.63303 0.94976
O25 -10.30240 6.94077 -1.44449
C32 -10.88735 8.22960 -1.31215
O26 -8.59419 7.09593 0.43413
C33 -8.08799 6.85199 1.70676
H55 -7.06234 4.63756 -1.53693
H56 -7.87789 6.22422 -2.01828
H57 -8.36422 4.54192 -2.64076
H58 -11.84898 8.10028 -1.80878
H59 -10.47699 9.00761 -1.95589
H60 -11.10823 8.58298 -0.30496
H61 -7.01739 6.69815 1.57165
H62 -8.54001 5.96295 2.14653
H63 -8.36330 7.67635 2.36458
C34 -7.89291 -0.94295 -6.82173
O27 -9.28458 -0.71468 -6.99717
C35 -9.82682 -1.13109 -8.22455
C36 -11.35760 -1.03027 -8.06826
O28 -11.91228 -1.36570 -9.33989
C37 -13.34799 -1.11821 -9.26911
H64 -7.59041 -1.96018 -7.07037
H65 -7.49726 -0.73872 -5.82681
H66 -7.36121 -0.23479 -7.45727
H67 -9.50873 -2.16980 -8.31399
H68 -9.43030 -0.53927 -9.04955
H69 -11.55980 0.03520 -7.95873
H70 -11.75027 -1.57438 -7.20927
H71 -13.75102 -1.99303 -8.75888
H72 -13.76836 -1.13013 -10.27472
H73 -13.61496 -0.12135 -8.91825
C38 4.58125 3.74668 9.67478
O29 5.82136 4.45720 9.74649
C39 6.65510 4.35094 8.60361
C40 7.27368 2.95639 8.36447
O30 6.37867 1.99345 7.84178
C41 6.01399 2.00965 6.48931
H74 4.12110 3.95109 8.70804
H75 3.89226 4.22112 10.37356
H76 4.77742 2.70251 9.91838
H77 7.47151 5.01974 8.87612
H78 6.07489 4.71583 7.75607
H79 7.52482 2.59020 9.35993
H80 8.15566 3.04227 7.72978
H81 6.72570 1.43455 5.89700
H82 5.79382 3.02806 6.16919
H83 5.08301 1.45153 6.58873

Properties
Charge: 0
LUMO energy, eV: 0.311
E_HOMO, eV: -7.80
2S+1: 1
SMILES string: COP(=O)(OC)OC.COP(=O)(OC)OC.COP(=O)(OC)OC.COP(=O)(OC)OC.COP(=O)(OC)OC.Oc1ccc(O)cc1.Oc1ccc(O)cc1.Oc1ccc(O)cc1.COCCOC.COCCOC

These are the Mulliken partial charges, in e, on atoms 1 to 6: atom 1 (C): -0.64, atom 2 (C): -0.33, atom 3 (C): 0.19, atom 4 (C): -0.22, atom 5 (C): -0.71, atom 6 (C): 0.84



Entry 4:
This record from the OMol25 dataset describes a molecular structure, C39H53N5P2Sn at a distorted geometry. The level of theory is ωB97M-V/def2-TZVPD.

Atoms and positions in Å:
Sn1 0.06723 -2.35138 -0.24481
C1 -0.89283 2.61404 -0.92798
C2 -1.53311 1.98329 -1.90589
C3 -1.05992 1.73446 -3.32401
C4 0.19717 0.84613 -3.52441
C5 1.54490 1.42826 -3.17085
C6 1.81625 2.52574 -2.44946
C7 0.96180 3.75850 -2.31105
C8 0.06387 3.75655 -1.05065
C9 1.66050 -1.95505 1.23764
H1 -1.09383 2.29286 0.09621
H2 -2.45869 1.43898 -1.67010
H3 -0.88085 2.68240 -3.85648
H4 -1.91664 1.19607 -3.78278
H5 0.07689 -0.09511 -2.95526
H6 0.19922 0.58625 -4.59616
H7 2.39696 0.87004 -3.59933
H8 2.74480 2.58913 -1.85252
H9 0.29866 3.89449 -3.17072
H10 1.60499 4.65775 -2.25122
H11 0.64743 3.81025 -0.11263
H12 -0.52364 4.68662 -1.13590
H13 1.25400 -1.56746 2.18048
H14 2.36471 -1.23513 0.80221
H15 2.11636 -2.94718 1.37180
P1 1.38875 -1.21532 -7.58916
P2 -1.93853 -0.75681 -7.45506
N1 2.76775 -0.11975 -7.73815
N2 2.10118 -2.44521 -8.71583
N3 -2.09111 1.02221 -7.61265
N4 -3.54642 -1.11473 -8.11836
C10 0.41786 -0.35807 -8.94051
C11 -1.00621 -0.90073 -9.07222
C12 3.50042 0.37397 -6.65362
C13 4.50642 1.20424 -7.13341
C14 4.40223 1.21891 -8.56144
C15 3.31993 0.42212 -8.90342
C16 2.29784 -3.76995 -8.30782
C17 2.73777 -4.51876 -9.38996
C18 2.81980 -3.63958 -10.51454
C19 2.41750 -2.38286 -10.07552
C20 -1.83480 1.84611 -6.51549
C21 -1.88479 3.17486 -6.91309
C22 -2.16621 3.18171 -8.31606
C23 -2.22539 1.85316 -8.72890
C24 -4.36420 -0.41730 -9.01800
C25 -5.47557 -1.19834 -9.32193
C26 -5.33097 -2.43722 -8.61060
C27 -4.13662 -2.37715 -7.90657
H16 0.88722 -0.44739 -9.92670
H17 0.42020 0.71010 -8.67977
H18 -1.52403 -0.37330 -9.88642
H19 -1.00272 -1.97235 -9.32694
H20 3.20896 0.10720 -5.64690
H21 5.22069 1.76754 -6.54524
H22 5.02251 1.75950 -9.26464
H23 2.87496 0.25017 -9.87061
H24 2.09445 -4.04922 -7.28304
H25 2.96878 -5.57810 -9.39049
H26 3.12548 -3.88085 -11.52454
H27 2.32108 -1.47583 -10.65172
H28 -1.61830 1.39431 -5.56645
H29 -1.71092 4.03517 -6.28024
H30 -2.30277 4.04478 -8.95081
H31 -2.34527 1.44805 -9.72232
H32 -4.11292 0.56922 -9.36050
H33 -6.28342 -0.91754 -9.97748
H34 -6.02639 -3.26175 -8.63056
H35 -3.64742 -3.09730 -7.27351
C28 -1.51729 0.15990 6.25566
C29 -1.11603 0.29924 4.80465
C30 -0.47597 1.47754 4.42920
C31 -0.05524 1.67037 3.10660
C32 0.67238 2.94259 2.79519
C33 -0.30208 0.67949 2.15923
C34 -1.01343 -0.52091 2.46760
C35 -1.34236 -0.70277 3.84976
N5 -1.33067 -1.37843 1.42228
C36 -2.43044 -2.35175 1.53605
C37 -1.91154 -3.59667 2.28017
C38 -3.69274 -1.73788 2.20594
C39 -2.96430 -2.79635 0.15816
H36 -0.63490 0.11590 6.91302
H37 -2.09979 1.03181 6.59362
H38 -2.11932 -0.73587 6.43237
H39 -0.30759 2.25998 5.17792
H40 0.08504 3.82376 3.09078
H41 1.61937 2.99812 3.35126
H42 0.89635 3.01836 1.72962
H43 0.02862 0.82882 1.12678
H44 -1.80652 -1.63121 4.18001
H45 -1.57696 -3.33820 3.29293
H46 -2.71896 -4.33914 2.35851
H47 -1.06245 -4.06955 1.75839
H48 -3.85939 -0.74156 1.78978
H49 -4.55447 -2.36322 1.96017
H50 -3.60987 -1.67771 3.28859
H51 -3.28079 -1.93627 -0.44256
H52 -2.29652 -3.41676 -0.46172
H53 -3.85794 -3.41311 0.34409

Properties
Charge: 0
LUMO energy (alpha / beta), eV: -0.935 / -0.935
E_HOMO (alpha / beta), eV: -6.95 / -6.95
2S+1: 1
Energy above the lowest of the compared OMol25 structures with the same formula, charge and spin, kcal per mole: 0.0

These are the Mulliken partial charges, in e, on atoms 1 to 6: atom 1 (Sn): 0.75, atom 2 (C): -0.70, atom 3 (C): -0.78, atom 4 (C): -0.43, atom 5 (C): 1.20, atom 6 (C): -0.28



Entry 5:
This record from the OMol25 dataset describes a molecular structure, C24H60F6N5O16P2S2V2 at a distorted geometry. The level of theory is ωB97M-V/def2-TZVPD.

Atoms and positions in Å:
V1 13.04650 16.45967 12.77336
V2 11.05689 12.68518 9.50923
N1 11.06103 16.27881 13.57423
S1 10.46125 17.23071 14.67622
O1 10.14832 16.54792 15.86562
O2 9.57476 18.10158 14.00425
F1 11.65292 18.19419 15.08133
S2 10.06450 14.93427 13.27290
O3 8.75866 15.07392 13.86916
O4 10.77332 13.68594 13.44498
F2 9.90311 15.03069 11.65516
O5 11.49584 14.62568 9.00434
P1 11.56906 16.03148 9.45578
O6 12.43037 16.30865 10.57136
F3 10.16233 16.58907 9.48924
F4 12.21971 16.73780 8.15480
O7 12.09195 12.96125 11.17675
P2 13.34757 13.16257 11.98961
O8 13.72589 14.45746 12.53670
F5 14.53152 12.56302 11.04174
F6 13.47314 12.10876 13.09056
C1 13.64391 15.58085 15.71467
O9 14.17189 16.40973 14.66625
C2 15.53444 16.17298 14.47141
C3 16.13655 16.86864 13.28875
N2 15.19675 17.02464 12.16285
C4 15.12156 18.37677 11.59070
C5 14.24333 19.18046 12.53149
O10 12.94050 18.55038 12.47934
C6 11.94548 19.43335 11.84716
H1 14.22535 15.79541 16.57796
H2 13.61805 14.49588 15.43940
H3 12.62308 15.89189 15.86645
H4 15.63230 15.03482 14.33492
H5 16.11346 16.44034 15.34715
H6 16.99787 16.19285 12.97689
H7 16.53558 17.80534 13.62723
H8 15.39288 16.35752 11.37299
H9 14.63707 18.32286 10.57250
H10 16.12497 18.86167 11.62295
H11 14.17233 20.22474 12.36694
H12 14.63806 19.20421 13.58039
H13 12.18858 20.46897 12.12609
H14 11.04126 19.07417 12.32801
H15 11.97396 19.32640 10.73445
C7 15.99493 10.47067 16.48058
O11 15.02172 11.21685 17.22371
C8 13.85302 11.48879 16.44790
C9 12.93970 10.25117 16.51699
N3 11.53866 10.67946 16.37031
C10 10.72638 9.50215 16.42724
C11 9.25252 9.83586 16.39302
O12 9.10225 10.31234 15.09888
C12 7.79235 10.67648 14.80306
H16 15.47262 9.66715 15.98166
H17 16.76478 10.14208 17.16055
H18 16.57857 11.17170 15.78308
H19 14.10910 11.82269 15.41910
H20 13.33981 12.31073 16.94768
H21 13.24230 9.79345 17.47981
H22 13.24613 9.47079 15.81279
H23 11.32024 11.21916 15.52573
H24 11.01806 8.94825 17.33812
H25 10.91841 8.82302 15.60148
H26 8.97758 10.53891 17.14359
H27 8.55474 9.01776 16.57538
H28 7.70045 10.73627 13.67986
H29 7.50387 11.65503 15.26226
H30 7.08427 9.93422 15.04912
C13 18.36344 17.72121 7.20692
O13 17.80309 16.46596 7.59742
C14 16.48825 16.60954 7.98729
C15 15.83550 15.32797 8.57345
N4 16.31047 15.05881 9.99256
C16 17.54109 14.32256 9.95004
C17 17.41945 12.83883 9.56570
O14 18.50880 12.04913 9.78230
C18 19.62292 12.01520 8.91187
H31 19.39554 17.74466 7.64258
H32 17.80879 18.53326 7.68335
H33 18.46672 17.82039 6.08592
H34 15.86871 16.85829 7.10943
H35 16.38834 17.38588 8.75154
H36 16.09218 14.44530 7.88989
H37 14.75909 15.46784 8.57027
H38 15.64946 14.37853 10.34890
H39 17.99784 14.29303 10.93743
H40 18.31168 14.77890 9.30070
H41 17.11718 12.83539 8.54495
H42 16.65671 12.43436 10.19051
H43 19.33656 11.41084 8.05106
H44 20.41109 11.57642 9.54075
H45 20.00561 12.98525 8.64916
C19 7.93481 13.52860 9.99802
O15 9.02415 12.67589 10.28642
C20 8.77667 11.70476 11.31603
C21 9.98691 10.77651 11.49852
N5 10.69485 10.63299 10.26508
C22 12.03464 10.00565 10.49567
C23 12.94958 10.17954 9.30913
O16 12.75405 11.50948 8.77961
C24 13.67255 11.67911 7.69111
H46 7.48845 13.85379 10.96738
H47 7.27169 13.02315 9.32259
H48 8.33994 14.46584 9.51222
H49 7.83149 11.18844 11.02794
H50 8.59386 12.18820 12.26517
H51 9.55392 9.87472 11.91740
H52 10.63608 11.24783 12.21254
H53 10.11535 10.03617 9.62324
H54 12.03684 8.93823 10.81344
H55 12.40354 10.64347 11.31737
H56 12.82117 9.51149 8.47075
H57 13.98146 10.16275 9.63140
H58 13.65313 10.73422 7.13078
H59 14.72047 11.87742 8.06271
H60 13.41483 12.52754 7.07248

Properties
Charge: +1
⟨S²⟩: 12.01
LUMO energy (alpha / beta), eV: -2.507 / -2.547
E_HOMO (alpha / beta), eV: -10.21 / -10.51
2S+1: 7

These are the Mulliken partial charges, in e, on atoms 1 to 6: atom 1 (V): 1.38, atom 2 (V): 0.76, atom 3 (N): -0.23, atom 4 (S): 0.82, atom 5 (O): -0.55, atom 6 (O): -0.64